Below is a molecular structure, C6H15N3RuS8, with properties calculated with the ωB97M-V functional and the def2-TZVPD basis.

Results
E_HOMO (spin up / spin down) (eV): -3.046 / -3.145
Multiplicity: 2
Electronic energy (eV): -100203.19088
Charge: -1
⟨S²⟩: 0.76
Kohn-Sham gap (spin up / spin down) (eV): 5.5 / 5.6

Each line ends with the natural charge from an NBO analysis.
Element x y z (Å)
1 Ru 0.365 0.419 0.210  0.18
2 C 0.800 -2.296 -1.266  -0.23
3 C 1.045 -1.122 -2.241  -0.25
4 N 0.125 -0.027 -1.947  -0.58
5 C -1.271 -0.252 -2.327  -0.23
6 C -2.218 0.387 -1.320  -0.23
7 N -1.797 0.119 0.054  -0.57
8 C -2.166 -1.167 0.647  -0.24
9 C -1.261 -2.302 0.159  -0.22
10 N 0.132 -1.865 -0.025  -0.62
11 H 1.769 -2.735 -1.027  0.22
12 H 0.198 -3.082 -1.734  0.17
13 H 0.983 -1.467 -3.283  0.17
14 H 2.041 -0.729 -2.053  0.27
15 H 0.468 0.872 -2.285  0.44
16 H -1.441 -1.328 -2.397  0.18
17 H -1.485 0.159 -3.319  0.20
18 H -3.247 0.048 -1.502  0.18
19 H -2.185 1.469 -1.456  0.23
20 H -2.109 0.868 0.664  0.42
21 H -3.219 -1.418 0.458  0.18
22 H -2.040 -1.052 1.719  0.24
23 H -1.617 -2.694 -0.795  0.18
24 H -1.331 -3.125 0.876  0.20
25 H 0.690 -2.056 0.800  0.43
26 S 2.714 0.331 0.062  -0.41
27 S 3.392 2.191 -0.725  -0.11
28 S 2.048 3.537 -0.055  -0.07
29 S 0.197 2.638 -0.434  -0.40
30 S -0.086 -0.024 2.771  -0.45
31 S 1.538 0.526 5.759  -0.43
32 S 2.162 1.820 4.431  0.08
33 S 1.010 1.646 2.693  0.07